[1]
ORCA calculation (ωB97M-V with the def2-TZVPD basis set) on a molecular structure, C43H32GeN4PdSe.

Positions of all 82 atoms, in Å:
Pd1 -0.5640 -0.1903 -0.4193
Se1 0.9871 -7.8147 -1.1668
N1 1.9316 -6.3461 -1.5096
C1 1.1385 -5.3306 -1.3051
C2 1.5473 -3.9429 -1.4920
C3 2.8344 -3.6048 -1.9104
C4 3.1495 -2.2785 -2.0817
C5 2.1703 -1.3217 -1.8410
N2 0.9397 -1.6261 -1.4446
C6 0.6231 -2.9230 -1.2543
C7 -0.7418 -3.2469 -0.7881
N3 -1.5678 -2.2247 -0.5260
C8 -2.8059 -2.4710 -0.1189
C9 -3.2981 -3.7599 0.0510
C10 -2.4581 -4.8214 -0.1959
C11 -1.1535 -4.5710 -0.6213
C12 -0.2021 -5.6435 -0.8838
N4 -0.4869 -6.9095 -0.7496
H1 3.5538 -4.3926 -2.0918
H2 4.1328 -1.9655 -2.4036
H3 2.3861 -0.2717 -1.9812
H4 -3.4239 -1.6064 0.0920
H5 -4.3166 -3.9088 0.3808
H6 -2.7808 -5.8462 -0.0658
C13 1.6350 -0.1343 6.2020
C14 2.3334 -0.9244 5.3010
C15 1.8910 -1.0356 3.9930
C16 0.7368 -0.3732 3.5652
C17 0.0533 0.4357 4.4796
C18 0.4988 0.5483 5.7849
C19 0.3439 -0.5257 2.1568
C20 -0.7737 -0.1194 1.5308
C21 -2.1182 0.1089 2.0476
C22 -2.6248 -0.7410 3.0444
C23 -3.9194 -0.5896 3.5020
C24 -4.7383 0.4020 2.9690
C25 -4.2565 1.2390 1.9743
C26 -2.9570 1.0916 1.5104
H7 1.9790 -0.0408 7.2236
H8 3.2249 -1.4506 5.6161
H9 2.4422 -1.6475 3.2877
H10 -0.8205 0.9896 4.1686
H11 -0.0386 1.1792 6.4815
H12 1.1135 -0.9849 1.5373
H13 -1.9885 -1.5187 3.4487
H14 -4.2982 -1.2469 4.2742
H15 -5.7524 0.5163 3.3300
H16 -4.8898 2.0113 1.5567
H17 -2.5873 1.7475 0.7377
C27 0.7261 2.6909 1.4937
Ge1 0.3799 2.0143 -0.3030
C28 -1.1459 3.0058 -1.0532
C29 -1.3625 4.3124 -0.6124
C30 -2.4695 5.0362 -1.0359
C31 -3.3907 4.4563 -1.8977
C32 -3.1958 3.1545 -2.3395
C33 -2.0813 2.4408 -1.9212
C34 2.0131 2.1511 -1.3608
C35 3.1364 2.6321 -0.7333
C36 4.3463 2.8347 -1.4346
C37 4.4188 2.5456 -2.7651
C38 3.2914 2.0345 -3.4569
C39 3.3590 1.7044 -4.8335
C40 2.2756 1.1902 -5.4857
C41 1.0674 0.9805 -4.7874
C42 0.9751 1.2979 -3.4624
C43 2.0769 1.8368 -2.7527
H18 1.0398 3.7364 1.4556
H19 1.5024 2.1138 1.9944
H20 -0.1875 2.6257 2.0840
H21 -0.6637 4.7807 0.0724
H22 -2.6126 6.0525 -0.6920
H23 -4.2561 5.0177 -2.2264
H24 -3.9098 2.6954 -3.0119
H25 -1.9583 1.4261 -2.2849
H26 3.1107 2.8742 0.3230
H27 5.2093 3.2231 -0.9091
H28 5.3406 2.6994 -3.3145
H29 4.2921 1.8670 -5.3600
H30 2.3382 0.9435 -6.5376
H31 0.2104 0.5720 -5.3079
H32 0.0410 1.1346 -2.9399

The calculation puts the electronic energy at -6482.8460 a.u. As for the LUMO energy (spin up / spin down): -3.25 / -4.67 eV. The spin multiplicity is 2. As for the total charge: +1. Its expectation value of S² is 0.76. The largest force on an atom is 0.6 eV/Å. The value obtained for the orbital gap (spin up / spin down) is 6.81 / 5.85 eV.

Here are the Löwdin charges for atoms 1 to 8, given in e:
1. Pd 0.734
2. Se 1.165
3. N -0.217
4. C -0.340
5. C -0.080
6. C 0.027
7. C -0.006
8. C -0.085



[2]
ORCA calculation (ωB97M-V with the def2-TZVPD basis set) on 5 unconnected molecules or ions with the total composition C43H33BClF22N3O13P in a non-equilibrium geometry.

Positions of all 117 atoms, in Å:
C1 3.5613 -0.2424 1.2237
B1 2.8265 1.2370 0.9350
O1 3.7088 2.3982 0.7057
C2 1.1480 1.3085 0.9127
O2 0.6968 -0.0758 0.9272
C3 -0.7564 -0.2436 0.7988
C4 -0.9257 -1.8001 0.2068
C5 -2.1928 -2.0064 -0.8011
O3 -1.9374 -2.5525 -2.0245
F1 -3.6225 -1.7365 -0.5316
C6 -1.6407 0.0683 2.1250
F2 -1.5211 1.4981 2.6015
F3 -3.1134 -0.0348 1.7800
C7 -1.4810 -0.9047 3.4197
F4 -2.2240 -2.1575 3.1184
F5 -2.3611 -0.2383 4.4642
C8 -0.0378 -1.0487 4.1198
F6 0.7684 0.2058 3.8752
F7 -0.2754 -1.0137 5.6158
C9 0.8176 -2.4190 3.8760
F8 1.2905 -2.5614 2.4477
F9 0.0228 -3.6851 4.1100
C10 2.0945 -2.6147 4.9421
F10 1.4739 -3.3152 6.1296
F11 2.6428 -1.3500 5.4633
C11 3.3421 -3.4754 4.3218
F12 4.1013 -2.7194 3.2559
F13 2.7681 -4.7454 3.7371
C12 4.4700 -3.9602 5.4092
F14 4.3030 -5.4498 5.6034
F15 4.3361 -3.3674 6.7628
C13 6.0281 -3.7446 4.9486
F16 6.4149 -4.4670 3.7025
F17 6.8672 -4.3717 6.0388
F18 6.4624 -2.2972 4.9443
N1 -1.3528 0.6300 -0.3263
C14 -0.2808 1.3148 -1.1405
N2 -0.2577 1.3832 -2.5402
C15 -1.3544 0.7130 -3.3809
C16 -2.4180 1.9486 -3.7573
C17 -3.8091 1.6771 -2.8761
O4 -2.8192 1.9361 -5.1721
C18 0.8372 2.1286 -3.3198
F19 0.5584 2.1605 -4.8048
F20 0.9132 3.5889 -2.9389
C19 2.2741 1.3425 -3.1670
F21 3.2895 2.0289 -4.0248
F22 2.0677 -0.0075 -3.8117
N3 0.8025 2.0497 -0.3581
P1 0.1619 3.6431 0.2424
O5 1.5412 4.7270 0.0216
Cl1 -1.5305 4.2761 -0.8714
H1 4.7313 -0.1358 1.3333
H2 3.0328 -0.6468 2.2052
H3 3.3132 -0.9652 0.3106
H4 3.8354 2.9062 1.5727
H5 0.8716 1.9542 1.8509
H6 0.0501 -1.9541 -0.4672
H7 -0.8436 -2.6195 1.0378
H8 -1.9135 1.4214 0.0776
H9 -0.9458 0.1570 -4.3274
H10 -1.9971 -0.0616 -2.7843
H11 -2.0097 2.9930 -3.3751
H12 -4.3166 2.6970 -2.5516
H13 -3.5945 1.0990 -1.8625
H14 -4.5788 1.0217 -3.4721
H15 -2.2377 2.6181 -5.6225
H16 2.6517 1.2137 -2.0679
H17 2.2675 4.2190 -0.4847
C20 -4.5989 1.1213 -10.3948
C21 -4.5234 1.9069 -9.3162
C22 -3.2789 2.0098 -8.5289
O6 -3.2096 2.7271 -7.5404
C23 -2.1212 1.2125 -8.9804
C24 -2.1967 0.4268 -10.0590
C25 -3.4412 0.3239 -10.8463
O7 -3.5105 -0.3934 -11.8348
H18 -5.5042 1.0338 -10.9830
H19 -5.3636 2.4985 -8.9727
H20 -1.2159 1.2999 -8.3922
H21 -1.3565 -0.1648 -10.4025
C26 8.2227 3.6470 3.3009
C27 6.9996 3.1602 3.0699
C28 5.7985 3.8066 3.6346
O8 4.6788 3.3606 3.4253
C29 6.0012 5.0120 4.4626
C30 7.2244 5.4988 4.6936
C31 8.4254 4.8524 4.1289
O9 9.5451 5.2984 4.3382
H22 9.1141 3.1846 2.8949
H23 6.8342 2.2773 2.4641
H24 5.1098 5.4744 4.8686
H25 7.3897 6.3817 5.2994
C32 -5.8560 1.0133 2.7951
C33 -7.0833 0.9135 3.3148
C34 -8.1090 1.9441 3.0604
O10 -9.2320 1.8546 3.5373
C35 -7.7267 3.0879 2.2086
C36 -6.4994 3.1877 1.6889
C37 -5.4737 2.1570 1.9433
O11 -4.3507 2.2465 1.4664
H26 -5.0916 0.2666 2.9724
H27 -7.3794 0.0804 3.9409
H28 -8.4911 3.8346 2.0312
H29 -6.2034 4.0208 1.0627
C38 0.1651 -6.3818 -1.8097
C39 -0.8279 -7.2500 -2.0252
C40 -1.7761 -7.6111 -0.9529
O12 -2.6840 -8.4071 -1.1487
C41 -1.5854 -6.9746 0.3656
C42 -0.5924 -6.1064 0.5811
C43 0.3558 -5.7454 -0.4912
O13 1.2637 -4.9494 -0.2954
H30 0.8697 -6.1067 -2.5850
H31 -0.9815 -7.7248 -2.9869
H32 -2.2900 -7.2498 1.1409
H33 -0.4388 -5.6317 1.5428

The calculation puts the electronic energy at -5823.2507 a.u. As for the LUMO energy: -5.31 eV. The spin multiplicity is 1. As for the total charge: +1. The largest force on an atom is 9.9 eV/Å. The value obtained for the orbital gap is 6.62 eV.

Here are the Löwdin charges for atoms 1 to 8, given in e:
1. C -0.024
2. B -0.292
3. O 0.013
4. C -0.284
5. O -0.074
6. C -0.263
7. C 0.040
8. C -0.156



[3]
ORCA calculation (ωB97M-V with the def2-TZVPD basis set) on a molecular structure, C43H33BrN3RhTe.

Positions of all 82 atoms, in Å:
Rh1 0.4341 -0.0112 -0.0334
C1 2.4675 0.8142 5.2358
C2 2.7034 1.3329 3.9695
C3 1.9023 0.9754 2.8990
C4 0.8403 0.0842 3.0687
C5 0.6085 -0.4450 4.3520
C6 1.4157 -0.0798 5.4149
N1 0.0496 -0.2789 1.9756
N2 -1.0827 -0.9119 2.3319
C7 -1.6693 -1.8549 1.5644
C8 -2.9196 -2.3271 2.0538
C9 -3.6164 -3.3276 1.4342
C10 -3.1093 -3.9470 0.2731
C11 -1.9127 -3.5314 -0.2403
C12 -1.1629 -2.4870 0.3600
H1 3.0912 1.1035 6.0731
H2 3.5176 2.0304 3.8116
H3 2.0837 1.3989 1.9286
H4 -0.2041 -1.1435 4.4854
H5 1.2220 -0.4984 6.3952
H6 -3.2874 -1.8599 2.9598
H7 -4.5656 -3.6500 1.8454
H8 -3.6594 -4.7424 -0.2158
H9 -1.5177 -3.9904 -1.1397
Br1 3.0414 -0.4683 -0.2709
C13 3.4442 1.3920 -0.3710
C14 4.7605 1.7237 -0.4609
C15 5.1202 3.0841 -0.5472
C16 4.1480 4.0389 -0.5477
C17 2.7757 3.6928 -0.4485
C18 1.7856 4.7030 -0.4414
C19 0.4743 4.3630 -0.3166
C20 0.0951 3.0056 -0.1809
C21 0.9927 1.9606 -0.1773
C22 2.3782 2.3265 -0.3431
H10 5.5200 0.9523 -0.4687
H11 6.1668 3.3555 -0.6146
H12 4.4091 5.0894 -0.6177
H13 2.0922 5.7402 -0.5337
H14 -0.2898 5.1324 -0.3096
H15 -0.9566 2.8054 -0.0592
C23 -3.0014 2.1216 -1.7333
Te1 -2.4476 0.4637 -0.4972
C24 -3.0744 1.6972 1.1281
C25 -3.8676 2.8227 0.5180
C26 -4.6265 3.6708 1.3225
C27 -5.3637 4.7008 0.7632
C28 -5.3481 4.8955 -0.6137
C29 -4.5900 4.0605 -1.4183
C30 -3.8446 3.0221 -0.8612
H16 -3.5560 1.7444 -2.5902
H17 -2.1114 2.6377 -2.0972
H18 -2.1980 2.0486 1.6706
H19 -3.6695 1.0861 1.8017
H20 -4.6386 3.5203 2.3966
H21 -5.9566 5.3486 1.3980
H22 -5.9310 5.6922 -1.0595
H23 -4.5708 4.2117 -2.4926
N3 -0.0188 -2.0145 -0.1892
C31 0.6414 -2.7301 -1.2173
C32 1.4882 -3.8478 -0.8563
C33 1.4103 -4.4552 0.4126
C34 2.2230 -5.5276 0.7392
C35 3.1518 -6.0197 -0.1703
C36 3.2816 -5.4010 -1.4099
C37 2.4737 -4.3299 -1.7451
C38 0.4866 -2.2450 -2.5874
C39 0.3493 -0.8744 -2.8680
C40 0.1940 -0.3928 -4.1539
C41 0.1604 -1.2797 -5.2231
C42 0.2910 -2.6423 -4.9778
C43 0.4556 -3.1183 -3.6868
H24 0.7118 -4.0837 1.1474
H25 2.1349 -5.9819 1.7196
H26 3.7800 -6.8630 0.0894
H27 4.0299 -5.7455 -2.1145
H28 2.6202 -3.8281 -2.6933
H29 0.4100 -0.1462 -2.0645
H30 0.1102 0.6747 -4.3225
H31 0.0386 -0.9124 -6.2344
H32 0.2572 -3.3444 -5.8033
H33 0.5286 -4.1860 -3.5200

The calculation puts the electronic energy at -4775.1100 a.u. As for the LUMO energy (spin up / spin down): 0.26 / -1.77 eV. The spin multiplicity is 5. Its expectation value of S² is 6.07. The largest force on an atom is 0.4 eV/Å. The value obtained for the orbital gap (spin up / spin down) is 6.34 / 5.87 eV.

Here are the Löwdin charges for atoms 1 to 8, given in e:
1. Rh 0.625
2. C -0.097
3. C -0.080
4. C -0.037
5. C -0.253
6. C -0.025
7. C -0.090
8. N -0.084



[4]
ORCA calculation (ωB97M-V with the def2-TZVPD basis set) on a molecular structure, C43H33Co2O8P in a non-equilibrium geometry.

Positions of all 87 atoms, in Å:
C1 2.8058 -6.1948 2.6071
C2 2.5920 -4.8317 3.1624
O1 1.5893 -4.1572 2.3571
C3 0.5249 -3.6786 3.0392
C4 -0.2438 -2.7192 2.2179
C5 -1.6281 -2.7385 2.7439
C6 -2.5542 -3.9031 2.4763
C7 -2.0867 -5.2070 2.2714
C8 -2.9652 -6.2937 2.2900
C9 -4.3433 -6.0757 2.4543
C10 -4.8262 -4.7639 2.6677
C11 -3.9349 -3.6875 2.6879
O2 -2.0942 -1.8413 3.4707
O3 0.2632 -3.9471 4.2153
H1 3.7415 -6.5956 2.9791
H2 2.0124 -6.8350 2.9860
H3 2.8024 -6.2459 1.5189
H4 2.1898 -4.8694 4.1723
H5 3.4787 -4.1979 3.1150
H6 -0.2633 -2.9297 1.1269
H7 -1.0118 -5.3341 2.1528
H8 -2.5590 -7.3033 2.1913
H9 -5.0304 -6.9367 2.4427
H10 -5.9020 -4.5976 2.8267
H11 -4.3080 -2.6756 2.8797
O4 -0.1915 3.9442 3.1325
C12 -0.1572 3.1102 2.3434
Co1 -0.0114 1.9298 1.0345
C13 -1.4755 0.9345 1.0986
O5 -2.3882 0.2198 1.0596
C14 -0.7213 3.0979 -0.1565
O6 -1.4223 3.9049 -0.6409
C15 1.6784 1.3507 0.8534
C16 0.9400 0.5022 1.6784
C17 0.9309 -0.5184 2.5415
C18 0.9685 -0.1640 3.9332
C19 1.6181 1.0136 4.4214
C20 1.6412 1.3145 5.7739
C21 1.0263 0.4574 6.7049
C22 0.2917 -0.6310 6.2309
C23 0.2970 -0.9675 4.8879
Co2 1.2702 1.4750 -1.0318
C24 0.6993 -0.1599 -1.1101
O7 0.3137 -1.2621 -1.1300
C25 2.9277 1.8143 -1.4299
O8 4.0472 2.0052 -1.6748
P1 0.4521 2.3181 -2.8171
C26 -1.2401 1.8149 -3.2929
C27 -1.6893 1.9609 -4.6206
C28 -2.9601 1.4913 -4.9786
C29 -3.7729 0.8551 -4.0320
C30 -3.3077 0.6830 -2.7272
C31 -2.0509 1.1687 -2.3544
C32 0.4512 4.1463 -2.9069
C33 -0.6587 4.8584 -3.3830
C34 -0.6102 6.2523 -3.4729
C35 0.5482 6.9486 -3.1243
C36 1.6337 6.2439 -2.5995
C37 1.6094 4.8450 -2.5269
C38 1.3919 1.8043 -4.3091
C39 1.9959 2.7226 -5.1831
C40 2.7823 2.2483 -6.2417
C41 2.9531 0.8770 -6.4439
C42 2.3269 -0.0284 -5.5882
C43 1.5440 0.4259 -4.5263
H12 2.5611 1.8619 1.2531
H13 0.6649 -1.6225 2.2337
H14 2.1073 1.6783 3.7082
H15 2.1222 2.2222 6.1313
H16 1.0844 0.6424 7.7860
H17 -0.3085 -1.2036 6.9415
H18 -0.2634 -1.8358 4.5525
H19 -1.0398 2.4217 -5.3746
H20 -3.3038 1.6145 -6.0087
H21 -4.7601 0.4854 -4.3177
H22 -3.9100 0.1639 -1.9853
H23 -1.6865 1.0206 -1.3311
H24 -1.5564 4.3252 -3.7014
H25 -1.4932 6.7840 -3.8262
H26 0.6055 8.0281 -3.2701
H27 2.5253 6.7714 -2.2637
H28 2.4988 4.2945 -2.1974
H29 1.8674 3.7998 -5.0264
H30 3.2658 2.9672 -6.9024
H31 3.5764 0.5184 -7.2620
H32 2.4471 -1.0967 -5.7349
H33 1.0651 -0.2881 -3.8485

The calculation puts the electronic energy at -5367.0309 a.u. As for the LUMO energy: 4.07 eV. The spin multiplicity is 1. As for the total charge: -2. The largest force on an atom is 6.8 eV/Å. The value obtained for the orbital gap is 3.96 eV.

Here are the Löwdin charges for atoms 1 to 8, given in e:
1. C -0.090
2. C -0.228
3. O -0.023
4. C -0.547
5. C -0.086
6. C -0.330
7. C -0.119
8. C -0.020



[5]
ORCA calculation (ωB97M-V with the def2-TZVPD basis set) on a molecular structure, C43H34AuCl3N7O5S2 in a non-equilibrium geometry.

Positions of all 95 atoms, in Å:
Au1 17.6482 12.5525 9.5167
C1 21.8157 11.7668 10.3459
C2 22.3912 12.9920 10.1410
C3 21.6094 14.0485 9.7480
C4 20.2308 13.8859 9.5751
C5 19.6415 12.6114 9.6784
C6 20.4593 11.5657 10.0948
C7 19.3585 15.0587 9.3928
C8 19.9087 16.3797 9.3037
C9 19.0437 17.4560 9.3318
C10 17.6396 17.2593 9.3153
C11 16.7241 18.3347 9.4073
C12 15.3539 18.0634 9.4278
C13 14.8629 16.7573 9.4027
C14 15.7293 15.6726 9.2473
C15 17.1241 15.8607 9.2503
N1 18.0469 14.8348 9.2757
H1 22.3926 10.9173 10.6466
H2 23.4481 13.1551 10.3239
H3 22.0562 14.9839 9.4096
H4 20.0282 10.5575 10.1710
H5 20.9648 16.5589 9.2427
H6 19.4652 18.4599 9.3322
H7 17.1067 19.3655 9.4201
H8 14.6747 18.9036 9.5234
H9 13.7634 16.5988 9.4065
H10 15.3622 14.6596 9.1445
Cl1 7.9753 8.2920 14.9721
C16 9.3025 8.8691 14.1097
C17 9.0818 9.6078 12.9456
C18 10.1793 9.8508 12.0859
C19 11.4955 9.5064 12.4585
C20 12.7190 9.8126 11.5926
C21 12.4861 11.0529 10.7290
N2 13.6214 11.4571 9.9250
C22 13.6169 11.5607 8.5537
C23 14.8643 11.9775 8.1870
N3 15.5969 12.1992 9.3158
C24 14.8169 11.8918 10.3727
O1 13.2765 8.6501 10.8674
C25 12.5798 7.8482 9.9123
C26 13.3156 7.8727 8.5982
C27 12.7561 8.4422 7.4600
Cl2 11.1059 8.7669 7.1782
S1 13.9196 8.5466 6.1479
C28 15.0889 7.6707 7.0904
C29 14.6646 7.4776 8.3704
C30 11.7068 8.8793 13.7111
Cl3 13.2827 8.6272 14.3207
C31 10.6169 8.5257 14.4887
H11 8.0772 9.9534 12.7212
H12 9.9943 10.3309 11.1201
H13 13.5277 10.1317 12.2741
H14 12.2902 11.8949 11.4352
H15 11.6623 10.9880 10.0064
H16 12.7754 11.2737 7.9399
H17 15.2523 12.2231 7.2091
H18 15.1974 11.9162 11.3923
H19 11.5316 8.1252 9.7714
H20 12.5744 6.8314 10.3280
H21 16.0472 7.3810 6.6708
H22 15.3544 7.1054 9.1222
H23 10.7849 7.9675 15.3935
O2 19.4950 5.9455 7.3726
S2 19.8844 7.0876 8.1745
O3 20.9037 6.9064 9.2036
N4 18.5208 7.8068 8.8636
C32 18.4771 9.1121 8.6081
O4 17.7792 9.9671 9.2310
C33 19.4292 9.5152 7.4934
C34 19.4482 10.7424 6.8009
C35 20.4303 10.9277 5.8491
C36 21.4255 9.9632 5.6313
C37 21.3429 8.6972 6.2369
C38 20.3124 8.5163 7.1523
H24 18.7262 11.5412 6.9929
H25 20.4685 11.9020 5.3935
H26 22.2693 10.1648 4.9859
H27 22.1032 7.9614 6.0857
C39 18.6906 13.8128 15.1512
N5 18.1541 12.6547 14.4385
C40 18.0198 11.5066 15.1483
C41 17.7176 10.3450 14.5143
C42 17.4543 10.4109 13.0830
N6 17.3470 11.5783 12.4591
C43 17.8636 12.7328 13.0227
O5 18.1011 13.7623 12.4264
N7 17.3789 9.2567 12.3497
H28 17.8921 14.3222 15.7281
H29 19.1031 14.5023 14.4261
H30 19.4612 13.4468 15.8599
H31 18.1480 11.6009 16.2513
H32 17.8239 9.3866 15.0411
H33 17.4665 8.3253 12.7468
H34 17.3485 9.3284 11.3322

The calculation puts the electronic energy at -4730.8128 a.u. As for the LUMO energy (spin up / spin down): -4.07 / -7.55 eV. The spin multiplicity is 3. As for the total charge: +1. Its expectation value of S² is 2.02. The largest force on an atom is 2.7 eV/Å. The value obtained for the orbital gap (spin up / spin down) is 5.48 / 2.52 eV.

Here are the Löwdin charges for atoms 1 to 8, given in e:
1. Au 1.115
2. C -0.068
3. C -0.084
4. C -0.037
5. C -0.203
6. C -0.242
7. C -0.092
8. C -0.202